Entry 1:
{
  "formula": "C10H25ClO5PRu",
  "method": "wB97M-V/def2-TZVPD",
  "lumo_ha": [-0.4319, -0.4319],
  "total_charge": 3,
  "orbital_gap_ev": [8.36, 8.36],
  "symbols": ["Ru", "O", "Cl", "O", "O", "O", "C", "C", "C", "P", "C", "C", "C", "C", "C", "C", "H", "H", "H", "H", "H", "H", "H", "H", "H", "H", "H", "H", "H", "H", "H", "H", "H", "H", "H", "H", "H", "C", "O", "H", "H", "H", "H"],
  "coordinates": [[1.93, 0.85, 0.45], [3.27, -0.80, 2.83], [2.28, -1.27, 1.96], [1.83, -2.57, 2.15], [2.72, -1.03, 0.51], [1.09, -0.28, 1.95], [-2.59, -2.83, 4.20], [-3.03, -3.14, 2.87], [-4.33, -2.83, 2.35], [0.57, 0.50, -1.07], [-0.34, 2.08, -1.09], [0.12, 2.68, 0.26], [-1.86, 2.07, -1.26], [0.56, -0.69, -2.42], [1.49, -0.01, -3.46], [-0.82, -1.02, -2.99], [-2.85, -3.78, 4.73], [-3.14, -2.04, 4.70], [-1.51, -2.79, 4.31], [-2.38, -3.76, 2.26], [-4.87, -2.05, 2.87], [-4.88, -3.79, 2.52], [-4.35, -2.75, 1.26], [0.13, 2.62, -1.92], [-0.42, 2.26, 1.10], [-0.04, 3.77, 0.27], [1.25, 2.67, 0.43], [-2.35, 1.58, -0.42], [-2.17, 1.60, -2.19], [-2.20, 3.11, -1.29], [1.05, -1.58, -2.01], [1.03, 0.87, -3.90], [1.65, -0.75, -4.26], [2.48, 0.24, -3.06], [-1.30, -0.13, -3.41], [-1.48, -1.48, -2.26], [-0.67, -1.72, -3.81], [3.99, 3.11, -0.53], [3.55, 1.70, -0.46], [4.81, 3.17, -1.24], [4.31, 3.43, 0.46], [3.15, 3.69, -0.88], [4.32, 1.11, -0.52]],
  "mulliken_charge": [0.2189, -0.4400, 1.8441, -0.4640, -0.5922, -0.6272, -0.9805, 0.4335, -0.9960, 0.6248, 0.4228, -1.2919, -1.3404, 0.5295, -1.4499, -1.3721, 0.3644, 0.3646, 0.3626, 0.3592, 0.3638, 0.3576, 0.3702, 0.3712, 0.4510, 0.4746, 0.4080, 0.3792, 0.3385, 0.4248, 0.4064, 0.4167, 0.4435, 0.4028, 0.3188, 0.3998, 0.4358, -0.6098, -0.3529, 0.3310, 0.3133, 0.2814, 0.3044]
}


Entry 2:
{
  "formula": "C10H26F2HgNO11S2",
  "method": "wB97M-V/def2-TZVPD",
  "multiplicity": 2,
  "lumo_ha": [0.1536, 0.1535],
  "total_charge": -2,
  "orbital_gap_ev": [3.43, 3.34],
  "s_squared": 0.755,
  "symbols": ["Hg", "O", "C", "C", "O", "H", "H", "H", "H", "O", "C", "C", "O", "H", "H", "H", "H", "N", "S", "O", "O", "F", "S", "O", "O", "F", "C", "C", "O", "H", "H", "H", "H", "H", "H", "C", "C", "O", "H", "H", "H", "H", "H", "H", "C", "C", "O", "H", "H", "H", "H", "H", "H"],
  "coordinates": [[-0.35, 0.40, 0.17], [0.47, -1.70, -0.58], [1.61, -2.34, -1.25], [1.57, -2.56, -2.83], [0.46, -3.03, -3.53], [1.78, -3.34, -0.86], [2.48, -1.73, -1.01], [2.38, -3.24, -3.11], [1.86, -1.59, -3.23], [-1.93, -0.15, -1.48], [-2.73, 0.21, -2.67], [-3.56, -0.93, -3.43], [-2.91, -2.20, -3.69], [-1.95, 0.36, -3.42], [-3.21, 1.18, -2.55], [-3.71, -0.53, -4.43], [-4.54, -1.06, -2.96], [-1.50, 1.53, 1.62], [-1.42, 2.70, 2.62], [-1.57, 2.31, 4.01], [-1.90, 3.96, 2.03], [0.14, 2.95, 2.49], [-3.24, 1.55, 1.61], [-3.89, 2.15, 0.48], [-3.98, 1.58, 2.88], [-3.34, 0.03, 1.18], [3.70, -0.72, 1.81], [3.12, 0.47, 1.00], [1.81, 0.68, 1.38], [4.51, -1.19, 1.24], [2.91, -1.46, 1.92], [4.09, -0.32, 2.74], [3.01, 0.29, -0.07], [3.62, 1.43, 1.14], [1.80, 0.64, 2.34], [0.75, 2.24, -3.32], [1.49, 1.81, -2.03], [0.63, 2.22, -0.94], [1.33, 2.00, -4.21], [0.41, 3.28, -3.39], [-0.19, 1.69, -3.28], [2.47, 2.27, -2.18], [1.61, 0.73, -2.11], [0.77, 3.17, -1.06], [-0.03, -2.53, 3.68], [-0.99, -1.34, 3.63], [-0.90, -0.95, 2.26], [0.26, -3.12, 4.55], [0.99, -2.35, 3.32], [-0.33, -3.28, 2.95], [-0.70, -0.56, 4.34], [-2.01, -1.57, 3.95], [-1.14, -0.02, 2.26]],
  "mulliken_spin": [-0.0008, 0.0108, -0.0062, -0.0006, 0.0177, 0.0001, 0.0018, 0.0025, -0.0007, 0.0182, 0.0659, -0.0321, 0.9016, -0.0104, 0.0006, 0.0404, -0.0055, 0.0015, -0.0004, 0.0001, 0.0001, -0.0001, -0.0004, 0.0000, 0.0000, 0.0002, -0.0002, 0.0001, -0.0002, 0.0002, 0.0000, 0.0000, -0.0002, 0.0000, 0.0002, -0.0027, -0.0005, 0.0006, -0.0001, 0.0000, -0.0013, 0.0001, -0.0002, -0.0001, 0.0001, -0.0001, -0.0007, 0.0000, 0.0000, 0.0000, 0.0000, 0.0000, 0.0006]
}


Number 1: DFT total energy -1667.189956 a.u., F_max 0.515 eV/Å. Number 2: DFT total energy -2428.095665 a.u., F_max 6.207 eV/Å.